This record from the OMol25 dataset describes the molecule C5H9NS2. The level of theory is ωB97M-V/def2-TZVPD.

Properties
ΔE to the lowest compared entry with this formula, charge and spin	42.62	kcal per mole
F_max	2.38	eV/A
Kohn-Sham gap	8.96	eV
SMILES string	C[C@H](S)[C@@H]1CN1C=S
electronic energy	-1046.9804	Eh

The geometry in ORCA input format:
```
! wB97M-V def2-TZVPD RIJCOSX def2/J DEFGRID3
* xyz 0 1
C 1.226 0.736 1.313
C 0.983 -0.599 0.608
C -0.114 -0.507 -0.461
C -0.336 0.761 -1.305
C -2.508 0.189 -0.205
H 1.867 0.527 2.176
H 1.784 1.471 0.722
H 0.267 1.238 1.655
H 0.678 -1.410 1.283
H 1.973 -2.339 -0.756
H -0.481 -1.467 -0.830
H -0.701 0.582 -2.261
H 0.376 1.579 -1.215
H -3.105 1.078 -0.470
N -1.141 0.460 -0.177
S 2.485 -1.107 -0.349
S -3.255 -1.193 0.274
*
```



This record from the OMol25 dataset describes a cluster of 12 separate species, C16H56N16O16 in total. The level of theory is ωB97M-V/def2-TZVPD.

Properties
ΔE to the lowest compared entry with this formula, charge and spin	0.00	kcal per mole
F_max	4.73	eV/A
Kohn-Sham gap	9.80	eV
SMILES string	NC(N)=O.NC(N)=O.NC(N)=O.NC(N)=O.NC(N)=O.NC(N)=O.NC(N)=O.NC(N)=O.OCCO.OCCO.OCCO.OCCO
electronic energy	-2723.5211	Eh

The geometry in ORCA input format:
```
! wB97M-V def2-TZVPD RIJCOSX def2/J DEFGRID3
* xyz 0 1
C -2.793 -1.474 -4.698
C -2.221 -2.821 -5.060
O -0.853 -2.793 -4.703
O -2.022 -0.446 -5.324
H -2.815 -1.506 -3.597
H -3.831 -1.446 -5.036
H -2.258 -3.022 -6.109
H -2.747 -3.636 -4.476
H -0.699 -3.240 -3.903
H -1.126 -0.762 -5.318
C 3.425 0.087 1.733
C 3.845 -0.635 0.496
O 4.317 0.204 -0.548
O 2.269 0.809 1.556
H 4.178 0.701 2.221
H 3.391 -0.643 2.532
H 3.066 -1.342 0.112
H 4.714 -1.331 0.739
H 4.042 1.102 -0.401
H 2.464 1.609 1.087
C 1.538 -0.960 5.350
C 1.105 0.193 4.543
O 1.995 1.258 4.820
O 0.814 -2.095 5.040
H 1.506 -0.719 6.429
H 2.584 -1.210 5.071
H 0.099 0.477 4.853
H 1.211 -0.050 3.468
H 1.841 1.420 5.734
H -0.124 -1.998 5.284
C -0.879 0.428 -0.593
C -0.038 -0.700 -1.289
O -0.504 -1.958 -0.895
O -2.168 0.468 -1.083
H -0.302 1.379 -0.525
H -0.850 0.146 0.436
H 1.000 -0.533 -1.103
H -0.140 -0.591 -2.329
H 0.001 -2.658 -1.376
H -2.571 1.353 -0.776
C -2.666 -2.034 4.914
O -1.973 -1.574 5.810
N -2.662 -3.344 4.547
N -3.453 -1.182 4.152
H -1.876 -3.925 4.693
H -3.213 -3.543 3.713
H -4.117 -1.499 3.484
H -3.614 -0.328 4.627
C 2.627 3.134 -1.277
O 3.243 2.708 -0.272
N 1.781 4.157 -1.198
N 2.839 2.536 -2.522
H 1.567 4.670 -0.354
H 1.227 4.355 -2.039
H 3.416 1.685 -2.550
H 1.973 2.507 -3.091
C 1.699 -3.197 1.852
O 2.215 -3.524 0.773
N 0.634 -2.360 1.858
N 2.215 -3.538 3.082
H 0.175 -2.166 2.750
H 0.219 -2.071 0.967
H 3.010 -4.209 3.021
H 1.750 -3.270 3.930
C 2.164 -3.281 -2.649
O 0.982 -3.613 -2.344
N 3.157 -3.177 -1.816
N 2.387 -2.880 -3.927
H 2.996 -3.442 -0.812
H 3.994 -2.661 -2.004
H 3.289 -2.850 -4.346
H 1.661 -2.987 -4.574
C -0.574 2.764 -4.233
O 0.065 3.609 -3.623
N -1.233 1.798 -3.633
N -0.745 2.896 -5.622
H -1.770 1.105 -4.083
H -1.215 1.710 -2.611
H -0.153 3.602 -6.102
H -1.592 2.617 -6.115
C -3.988 -2.470 1.124
O -4.660 -2.816 2.081
N -4.319 -1.313 0.445
N -2.992 -3.231 0.655
H -3.637 -0.606 0.206
H -4.968 -0.913 1.084
H -2.686 -4.005 1.247
H -2.339 -2.874 -0.058
C 0.754 4.063 2.109
O 0.532 5.053 1.300
N -0.098 3.031 2.122
N 1.729 4.117 3.058
H 0.225 2.048 2.340
H -0.820 3.163 1.402
H 2.001 3.295 3.524
H 2.378 4.859 2.965
C -2.217 4.151 -1.065
O -2.109 3.116 -0.399
N -1.474 5.148 -0.781
N -3.148 4.329 -2.044
H -0.890 4.963 0.052
H -1.624 6.115 -0.934
H -2.897 5.002 -2.780
H -3.648 3.515 -2.398
*
```



This record from the OMol25 dataset describes a structure of composition C23H28FeN2O4Te. The level of theory is ωB97M-V/def2-TZVPD.

Properties
ΔE to the lowest compared entry with this formula, charge and spin	14.90	kcal per mole
F_max	1.17	eV/A
Kohn-Sham gap (spin up / spin down)	8.54 / 5.95	eV
electronic energy	-2835.1852	Eh

The geometry in ORCA input format:
```
! wB97M-V def2-TZVPD RIJCOSX def2/J DEFGRID3
* xyz 1 6
Fe -2.202 -0.257 -0.553
C 0.118 6.149 -0.819
O -0.806 6.060 0.262
C -1.442 4.898 0.458
C -2.352 4.895 1.539
C -3.046 3.764 1.812
C -2.897 2.568 1.051
C -3.683 1.411 1.344
C -4.665 1.347 2.478
O -3.618 0.343 0.678
C -1.969 2.589 -0.035
O -1.749 1.557 -0.809
C -1.253 3.766 -0.309
H 0.504 7.162 -0.801
H -0.381 5.964 -1.771
H 0.938 5.442 -0.688
H -2.479 5.797 2.120
H -3.736 3.792 2.640
H -4.805 2.270 3.022
H -4.319 0.575 3.169
H -5.624 1.013 2.081
H -0.568 3.735 -1.143
C 4.310 -3.269 4.565
C 3.163 -2.738 3.747
C 2.153 -3.583 3.293
C 1.089 -3.116 2.537
C 0.030 -4.084 2.078
C 1.057 -1.741 2.247
Te -0.554 -0.992 1.161
C 2.048 -0.850 2.685
C 2.079 0.634 2.409
C 3.090 -1.388 3.431
H 4.222 -4.341 4.728
H 4.347 -2.777 5.538
H 5.261 -3.075 4.067
H 2.195 -4.639 3.537
H 0.264 -5.091 2.415
H -0.046 -4.097 0.989
H -0.953 -3.820 2.471
H 1.230 0.982 1.829
H 2.988 0.894 1.865
H 2.089 1.188 3.348
H 3.873 -0.720 3.779
N -1.859 -1.143 -2.369
C -1.038 -1.325 -3.168
N -0.125 -1.551 -4.060
C 0.460 -2.904 -4.217
C 0.696 -3.143 -5.694
O 1.485 -2.107 -6.248
C 0.828 -0.856 -6.173
C 0.597 -0.455 -4.732
H -0.228 -3.639 -3.803
H 1.405 -2.944 -3.672
H -0.263 -3.211 -6.219
H 1.243 -4.072 -5.833
H -0.128 -0.897 -6.707
H 1.471 -0.125 -6.656
H 0.004 0.456 -4.669
H 1.551 -0.300 -4.226
*
```



This record from the OMol25 dataset describes the molecule C5H8N2S. The level of theory is ωB97M-V/def2-TZVPD.

Properties
ΔE to the lowest compared entry with this formula, charge and spin	20.64	kcal per mole
F_max	2.25	eV/A
Kohn-Sham gap	9.91	eV
SMILES string	SCCc1ccn[nH]1
electronic energy	-702.9971	Eh

The geometry in ORCA input format:
```
! wB97M-V def2-TZVPD RIJCOSX def2/J DEFGRID3
* xyz 0 1
C 1.984 0.494 -0.051
C 0.719 0.684 0.781
C -0.563 0.116 0.236
C -1.404 0.540 -0.732
C -2.469 -0.402 -0.648
H 1.665 -1.410 -1.407
H 2.724 1.024 0.566
H 2.000 0.990 -1.022
H 0.643 1.797 0.868
H 0.867 0.266 1.743
H -1.235 1.382 -1.365
H -3.360 -0.439 -1.301
H -0.646 -1.473 1.577
N -2.267 -1.368 0.256
N -1.082 -1.001 0.805
S 2.425 -1.198 -0.306
*
```



This record from the OMol25 dataset describes the molecule C22H26N2O2. The level of theory is ωB97M-V/def2-TZVPD.

Properties
ΔE to the lowest compared entry with this formula, charge and spin	10.66	kcal per mole
F_max	0.69	eV/A
Kohn-Sham gap	9.50	eV
SMILES string	C[C@H](NC(=O)C(c1ccccc1)c1ccccc1)C(=O)N1CCCCC1
electronic energy	-1113.9729	Eh

The geometry in ORCA input format:
```
! wB97M-V def2-TZVPD RIJCOSX def2/J DEFGRID3
* xyz 0 1
C -1.863 -0.511 2.763
H -2.128 0.354 3.367
H -2.764 -0.897 2.295
H -1.449 -1.281 3.410
C -0.834 -0.109 1.707
N 0.382 0.300 2.371
C 1.586 0.560 1.805
O 2.516 0.953 2.474
C 1.678 0.290 0.297
C 1.525 -1.175 -0.013
C 0.919 -1.573 -1.200
C 0.783 -2.915 -1.507
C 1.253 -3.878 -0.630
C 1.864 -3.492 0.551
C 2.001 -2.149 0.858
H 2.476 -1.849 1.780
H 2.237 -4.239 1.236
H 1.146 -4.926 -0.868
H 0.310 -3.210 -2.432
H 0.556 -0.821 -1.887
C 2.978 0.860 -0.228
C 4.132 0.099 -0.324
C 5.310 0.668 -0.778
C 5.347 2.004 -1.135
C 4.199 2.771 -1.034
C 3.022 2.202 -0.584
H 2.130 2.806 -0.497
H 4.222 3.817 -1.304
H 6.268 2.447 -1.486
H 6.203 0.064 -0.848
H 4.117 -0.944 -0.044
H 0.856 0.843 -0.173
H 0.287 0.637 3.319
H -0.593 -0.965 1.069
C -1.389 1.060 0.870
O -1.134 2.207 1.187
N -2.134 0.765 -0.218
C -2.615 -0.527 -0.649
H -2.155 -1.331 -0.078
C -4.140 -0.594 -0.524
C -4.780 0.528 -1.338
C -4.212 1.872 -0.891
C -2.689 1.856 -1.001
H -2.261 2.785 -0.623
H -2.390 1.720 -2.047
H -4.611 2.679 -1.506
H -4.491 2.063 0.147
H -5.863 0.513 -1.210
H -4.565 0.375 -2.398
H -4.488 -1.567 -0.872
H -4.422 -0.485 0.525
H -2.337 -0.659 -1.703
*
```



This record from the OMol25 dataset describes a structure of composition C45H65CsGe3O3SeSi. The level of theory is ωB97M-V/def2-TZVPD.

Properties
ΔE to the lowest compared entry with this formula, charge and spin	75.87	kcal per mole
F_max	0.48	eV/A
Kohn-Sham gap	3.32	eV
electronic energy	-10921.3166	Eh

The geometry in ORCA input format:
```
! wB97M-V def2-TZVPD RIJCOSX def2/J DEFGRID3
* xyz -2 1
Cs 1.007 -0.699 0.893
C -1.716 3.263 1.577
C -0.262 3.108 1.117
C -0.269 2.687 -0.352
C 0.466 4.447 1.272
O 0.427 2.104 1.839
Ge 0.046 1.702 3.647
O -1.302 0.484 3.143
C -2.405 0.062 3.907
C -2.896 1.148 4.874
C -2.038 -1.195 4.702
C -3.527 -0.277 2.926
O 1.447 0.436 3.544
C 2.090 -0.226 4.606
C 3.596 -0.005 4.440
C 1.778 -1.725 4.513
C 1.662 0.292 5.984
H -2.247 3.972 0.935
H -1.760 3.633 2.606
H -2.221 2.297 1.532
H -0.777 3.435 -0.969
H -0.808 1.740 -0.453
H 0.752 2.558 -0.729
H -0.024 5.237 0.695
H 1.495 4.352 0.923
H 0.482 4.738 2.326
H -2.144 1.371 5.635
H -3.814 0.822 5.372
H -3.107 2.068 4.324
H -1.262 -0.967 5.437
H -1.658 -1.958 4.020
H -2.908 -1.600 5.229
H -3.822 0.611 2.362
H -4.407 -0.670 3.445
H -3.177 -1.020 2.206
H 3.912 -0.359 3.456
H 4.168 -0.534 5.209
H 3.818 1.064 4.508
H 2.110 -2.125 3.553
H 0.704 -1.888 4.602
H 2.290 -2.282 5.304
H 1.885 1.356 6.080
H 2.191 -0.253 6.772
H 0.588 0.159 6.137
C 4.031 -0.618 0.689
C 4.170 0.483 0.087
C 4.227 1.633 -0.612
C 4.368 2.881 0.164
C 5.162 3.943 -0.278
C 5.316 5.071 0.509
C 4.662 5.159 1.733
C 3.867 4.112 2.174
C 3.725 2.969 1.404
C 4.064 1.606 -2.067
C 4.197 0.390 -2.749
C 3.939 0.314 -4.104
C 3.540 1.450 -4.798
C 3.391 2.658 -4.132
C 3.647 2.740 -2.774
H 5.681 3.864 -1.225
H 5.947 5.883 0.170
H 4.774 6.048 2.342
H 3.343 4.175 3.120
H 3.096 2.158 1.756
H 4.468 -0.499 -2.192
H 4.018 -0.641 -4.606
H 3.318 1.385 -5.856
H 3.045 3.534 -4.666
H 3.479 3.672 -2.251
C -1.994 1.486 -3.711
Ge -1.803 -0.425 -3.162
C 0.105 -0.807 -3.555
C -2.836 -1.384 -4.580
Ge -2.245 -0.815 -0.749
C -2.896 -2.729 -0.886
C -3.879 -3.166 -1.780
C -4.265 -4.499 -1.856
C -3.667 -5.444 -1.030
C -2.688 -5.038 -0.135
C -2.316 -3.699 -0.067
C -4.042 0.105 -0.633
C -5.233 -0.524 -0.257
C -6.407 0.190 -0.040
C -6.430 1.570 -0.194
C -5.259 2.223 -0.564
C -4.094 1.499 -0.773
H -1.632 1.614 -4.737
H -1.410 2.140 -3.059
H -3.039 1.803 -3.667
H 0.275 -0.957 -4.627
H 0.437 -1.694 -3.012
H 0.724 0.035 -3.226
H -2.518 -1.029 -5.566
H -3.908 -1.200 -4.476
H -2.665 -2.460 -4.523
H -4.354 -2.446 -2.437
H -5.025 -4.802 -2.569
H -3.952 -6.489 -1.096
H -2.189 -5.764 0.498
H -1.526 -3.416 0.619
H -5.245 -1.600 -0.115
H -7.308 -0.337 0.259
H -7.343 2.130 -0.021
H -5.252 3.302 -0.681
H -3.189 2.037 -1.043
C 0.252 -4.626 -3.889
Si 1.839 -4.469 -2.859
C 2.671 -6.177 -2.928
C 3.001 -3.327 -3.850
Se 1.490 -3.755 -0.816
H 0.339 -5.395 -4.666
H 0.013 -3.675 -4.374
H -0.591 -4.880 -3.241
H 2.849 -6.496 -3.963
H 2.041 -6.924 -2.437
H 3.627 -6.152 -2.398
H 3.209 -3.720 -4.853
H 3.948 -3.212 -3.315
H 2.542 -2.339 -3.948
*
```